# 1
ORCA calculation (ωB97M-V/def2-TZVPD) on a structure of composition C24H66AsF6N4O8.

Geometry as ORCA input:
```
! RIJCOSX wB97M-V def2-TZVPD def2/J DEFGRID3
* xyz 0 2
As -19.363 11.147 -1.676
F -20.153 12.740 -1.479
F -17.944 11.708 -0.714
F -18.540 9.539 -1.896
F -20.736 10.580 -2.684
F -18.621 11.765 -3.212
F -20.233 10.596 -0.172
C -20.702 14.461 -7.255
C -19.555 13.884 -6.427
C -18.752 15.061 -5.912
O -17.413 14.645 -5.628
C -16.643 15.667 -5.018
N -19.825 12.711 -5.586
H -21.386 14.920 -6.541
H -21.321 13.757 -7.810
H -20.406 15.208 -7.991
H -18.881 13.435 -7.156
H -19.350 15.312 -5.036
H -18.737 15.925 -6.575
H -17.024 15.709 -3.997
H -16.864 16.634 -5.469
H -15.559 15.586 -5.096
H -20.667 13.052 -5.144
H -19.240 12.807 -4.768
C -17.135 8.699 2.961
C -17.457 9.859 2.139
C -16.930 11.204 2.606
O -17.698 11.668 3.737
C -18.809 12.443 3.327
N -17.058 9.491 0.787
H -18.041 8.349 3.456
H -16.464 9.061 3.740
H -16.600 7.931 2.404
H -18.533 9.692 2.076
H -16.704 12.008 1.905
H -15.953 11.171 3.088
H -19.644 11.793 3.067
H -18.608 12.930 2.373
H -19.112 13.040 4.187
H -17.290 10.188 0.094
H -17.621 8.693 0.533
C -22.462 8.220 -4.421
C -21.176 8.778 -5.082
C -20.894 8.136 -6.472
O -19.596 8.600 -6.836
C -18.794 7.710 -7.639
N -21.175 10.248 -5.155
H -22.319 7.141 -4.471
H -23.360 8.524 -4.960
H -22.544 8.452 -3.360
H -20.355 8.545 -4.405
H -21.628 8.437 -7.219
H -20.928 7.047 -6.472
H -17.848 8.230 -7.790
H -19.168 7.354 -8.599
H -18.699 6.804 -7.040
H -22.155 10.430 -5.319
H -21.183 10.462 -4.169
C -16.356 11.611 -5.581
C -16.858 10.163 -5.459
C -16.401 9.282 -4.222
O -17.178 8.033 -4.253
C -16.886 7.022 -3.264
N -18.290 10.143 -5.260
H -16.889 12.114 -6.389
H -15.271 11.541 -5.666
H -16.607 12.289 -4.765
H -16.551 9.577 -6.325
H -16.366 9.808 -3.269
H -15.389 8.995 -4.505
H -16.631 7.423 -2.283
H -16.132 6.347 -3.670
H -17.725 6.327 -3.227
H -18.350 10.598 -4.360
H -18.272 9.203 -4.890
C -21.696 17.635 -1.353
C -20.426 17.148 -2.054
C -19.153 17.261 -1.202
O -20.493 15.782 -2.487
H -21.574 18.676 -1.051
H -21.897 17.008 -0.485
H -22.571 17.657 -2.003
H -20.440 17.800 -2.927
H -18.997 18.298 -0.905
H -18.237 16.999 -1.733
H -19.108 16.643 -0.305
H -20.038 15.221 -1.854
C -14.902 12.755 -2.214
C -13.571 13.056 -1.538
C -13.158 14.491 -1.710
O -13.575 12.785 -0.173
H -14.649 12.356 -3.196
H -15.552 13.630 -2.175
H -15.524 11.995 -1.741
H -12.693 12.505 -1.877
H -14.068 15.088 -1.772
H -12.768 14.473 -2.727
H -12.354 14.859 -1.072
H -13.715 11.835 -0.170
C -23.069 13.830 -3.771
C -23.615 13.321 -2.414
O -23.584 11.896 -2.206
O -21.645 13.822 -3.918
H -23.330 14.888 -3.777
H -23.683 13.415 -4.570
H -24.682 13.541 -2.409
H -23.100 13.770 -1.564
H -22.712 11.643 -1.893
H -21.372 14.544 -3.346
*
```

The calculation puts the HOMO-LUMO gap (spin up / spin down) at 8.36 / 4.81 eV. The value obtained for the energy is -4609.69316 hartree.

Atomic partial charges in e from the Mulliken method, atoms 1 to 99:
1 As 2.067
2 F -0.524
3 F -0.578
4 F -0.526
5 F -0.676
6 F -0.580
7 F -0.500
8 C -1.762
9 C 0.450
10 C -0.565
11 O -0.150
12 C -0.753
13 N 0.341
14 H 0.278
15 H 0.375
16 H 0.460
17 H 0.284
18 H 0.102
19 H 0.576
20 H 0.144
21 H 0.378
22 H 0.230
23 H 0.242
24 H -0.519
25 C -1.570
26 C 1.488
27 C -0.949
28 O -0.379
29 C -0.670
30 N -0.825
31 H 0.291
32 H 0.299
33 H 0.413
34 H 0.002
35 H 0.492
36 H 0.333
37 H 0.265
38 H 0.273
39 H 0.265
40 H -0.040
41 H 0.301
42 C -1.661
43 C 1.035
44 C -1.040
45 O -0.142
46 C -0.864
47 N -0.152
48 H 0.460
49 H 0.384
50 H 0.380
51 H -0.316
52 H 0.263
53 H 0.446
54 H 0.173
55 H 0.342
56 H 0.364
57 H 0.421
58 H 0.236
59 C -1.193
60 C 0.246
61 C -0.728
62 O -0.378
63 C -0.859
64 N 0.682
65 H 0.224
66 H 0.560
67 H -0.058
68 H 0.374
69 H 0.197
70 H 0.599
71 H 0.314
72 H 0.308
73 H 0.298
74 H -0.514
75 H 0.859
76 C -1.507
77 C 0.692
78 C -1.350
79 O -0.301
80 H 0.424
81 H 0.292
82 H 0.367
83 H 0.202
84 H 0.434
85 H 0.259
86 H 0.399
87 H -0.103
88 C -0.227
89 C 0.267
90 C -1.341
91 O -0.581
92 H 0.169
93 H 0.259
94 H -0.174
95 H 0.298
96 H 0.292
97 H 0.333
98 H 0.381
99 H 0.299

=====

# 2
ORCA calculation (ωB97M-V/def2-TZVPD) on the molecule C8H6N2S.

Geometry as ORCA input:
```
! RIJCOSX wB97M-V def2-TZVPD def2/J DEFGRID3
* xyz 0 1
C 1.874 -1.431 1.084
C 2.473 -0.383 0.587
C 1.533 0.604 0.047
S 2.060 2.133 -0.357
C 0.476 2.597 -0.752
C -0.414 1.566 -0.507
C 0.118 0.377 -0.156
C -0.948 -0.725 -0.028
N -0.868 -2.145 -0.042
C 0.017 -2.802 0.539
N 1.005 -2.253 1.248
H 3.480 -0.110 0.751
H 0.032 3.525 -1.141
H -1.515 1.869 -0.530
H -1.384 -0.568 0.951
H -1.727 -0.599 -0.789
H 0.026 -3.903 0.623
*
```

The calculation puts the HOMO-LUMO gap (spin up / spin down) at 7.91 / 7.91 eV. The value obtained for the energy is -816.01337 hartree. As for the structure (SMILES): C1=Cc2sccc2C/N=C\N=1. As for the energy relative to the best compared isomer or geometry (same formula, charge and spin): 3.753 eV.

How positive or negative is each atom? The Mulliken charges in e answer that:
1 C 0.643
2 C -1.033
3 C 0.993
4 S -0.264
5 C -0.297
6 C -0.664
7 C 0.087
8 C -0.735
9 N -0.497
10 C 0.095
11 N -0.459
12 H 0.406
13 H 0.400
14 H 0.248
15 H 0.365
16 H 0.385
17 H 0.327